The following is a quantum chemistry calculation of a molecular structure, C8H11NO2S4SbTc, from the OMol25 dataset.

Computed properties:
total charge = -1
expectation value of S² = 3.781
relative energy (zero: lowest compared OMol25 entry of this formula, charge and spin) = 46.3 kcal per mole
HOMO energy (spin up / spin down) = -4.60 / -4.76 eV
largest force on an atom = 0.54 eV Å⁻¹
frontier orbital gap (spin up / spin down) = 6.2843 / 6.5012 eV
multiplicity = 4
lowest unoccupied orbital energy (spin up / spin down) = 1.69 / 1.74 eV

XYZ file:
```
28
C8H11NO2S4SbTc, DFT ωB97M-V with the def2-TZVPD basis set
Tc -1.286 0.450 -0.408
C -1.169 -1.709 1.650
C -1.601 -1.565 0.246
C -0.542 -2.251 -0.524
C 0.422 -2.679 0.324
C 0.022 -2.355 1.689
H -1.738 -1.344 2.491
H -2.634 -1.782 -0.002
H -0.545 -2.363 -1.599
H 1.342 -3.170 0.039
H 0.588 -2.587 2.581
N 0.988 0.443 0.492
C 2.218 0.273 -0.284
C 2.086 0.972 -1.632
C 1.024 0.265 -2.439
O 1.281 -0.465 -3.367
O -0.222 0.491 -2.046
H 0.949 1.367 0.913
H 0.928 -0.227 1.254
H 2.382 -0.794 -0.440
H 3.084 0.667 0.256
H 3.028 0.920 -2.175
H 1.810 2.018 -1.480
S -1.860 5.005 0.081
Sb -3.204 3.419 1.081
S -1.459 1.580 1.499
S -3.224 0.692 -1.138
S -2.669 4.729 2.941
```